(1)
DFT (ωB97M-V with the def2-TZVPD basis set) results for the molecule C4H10O2 in a non-equilibrium geometry.

Positions of all 16 atoms, in Å:
O (0.98062, 0.06148, -2.80179)
C (0.47143, 0.40577, -1.51461)
C (0.17775, -0.80332, -0.66172)
C (-0.68414, -0.53811, 0.58091)
C (-0.29679, 0.67621, 1.40934)
O (-0.39297, 0.31442, 2.77731)
H (1.17698, -0.87662, -2.84262)
H (1.25482, 0.97804, -1.01715)
H (-0.42305, 1.01412, -1.68954)
H (1.09172, -1.25813, -0.32612)
H (-0.29975, -1.62862, -1.20725)
H (-0.67017, -1.40103, 1.25163)
H (-1.73906, -0.47442, 0.31894)
H (-0.95617, 1.51389, 1.15415)
H (0.73886, 0.95733, 1.17228)
H (-0.43009, 1.05898, 3.39625)

Output
electronic energy: -8404.369 eV
Kohn-Sham gap: 11.07 eV
multiplicity: 1
relative energy (zero: lowest compared OMol25 entry of this formula, charge and spin): 27.2 kcal per mole
E_HOMO: -10.18 eV
maximum force: 1.16 eV/Å
SMILES: OCCCCO

***

(2)
DFT (ωB97M-V with the def2-TZVPD basis set) results for a structure of composition C26H31F3IrN4O4S3.

Positions of all 72 atoms, in Å:
Ir (0.26917, 1.22323, -1.03781)
F (-3.91382, 0.37991, -4.12270)
C (-4.22592, -0.35957, -3.03659)
F (-5.54735, -0.53332, -3.03560)
F (-3.65009, -1.55681, -3.19409)
C (-3.75415, 0.32452, -1.77938)
C (-4.64371, 0.70736, -0.79436)
C (-4.17856, 1.35698, 0.34478)
C (-2.82873, 1.61696, 0.44301)
N (-1.96561, 1.25489, -0.50939)
C (-2.39589, 0.60025, -1.60039)
S (-1.06320, 0.16737, -2.65295)
H (-5.69753, 0.49592, -0.91484)
H (-4.85346, 1.65789, 1.13224)
H (-2.41365, 2.12753, 1.30369)
C (3.68287, 1.52753, -1.47946)
C (3.32325, 1.32281, -0.04570)
O (3.81693, 0.61751, 0.75553)
H (4.76440, 1.43080, -1.57585)
H (3.31149, 2.46419, -1.88405)
H (3.21585, 0.70950, -2.03526)
N (-0.78904, 3.04775, -4.70000)
C (0.28069, 4.01716, -4.27771)
C (0.79933, 3.61844, -2.88490)
O (1.86634, 4.04652, -2.48733)
O (-0.02399, 2.83958, -2.28872)
H (-1.65429, 3.50865, -4.97958)
H (-0.98466, 2.43352, -3.87539)
H (-0.49310, 2.45373, -5.47410)
H (-0.14174, 5.01878, -4.24450)
H (1.09452, 4.00774, -4.99653)
O (0.30427, -0.61858, -0.10306)
S (0.91528, -1.02550, 1.25647)
C (-0.49211, -1.71664, 2.14502)
C (-0.03516, -2.26567, 3.46694)
C (-0.16501, -3.62260, 3.74183)
C (0.26388, -4.12933, 4.95985)
C (0.83190, -3.28612, 5.90384)
C (0.95990, -1.92960, 5.63623)
C (0.52465, -1.42050, 4.42324)
C (1.89232, -2.49779, 0.88284)
C (1.14033, -3.67802, 0.33532)
C (1.20276, -4.88400, 1.02750)
C (0.54527, -6.00651, 0.54651)
C (-0.19028, -5.92854, -0.62643)
C (-0.25129, -4.73014, -1.32473)
C (0.41669, -3.60946, -0.85514)
H (-0.94308, -2.46622, 1.49384)
H (-1.17076, -0.86743, 2.24626)
H (-0.61363, -4.27942, 3.00718)
H (0.14843, -5.18336, 5.17406)
H (1.16607, -3.68307, 6.85277)
H (1.38940, -1.26851, 6.37675)
H (0.61121, -0.35769, 4.22325)
H (2.38656, -2.73696, 1.82723)
H (2.65578, -2.11832, 0.20032)
H (1.77435, -4.94724, 1.94592)
H (0.61128, -6.94144, 1.08672)
H (-0.70632, -6.80207, -1.00135)
H (-0.81398, -4.66823, -2.24671)
H (0.36951, -2.68562, -1.41530)
C (-0.41329, 4.51006, 0.46763)
N (1.02379, 4.77700, 0.41136)
C (2.00319, 3.91343, 0.37160)
N (3.26264, 4.32690, 0.34099)
S (1.68462, 2.17606, 0.57703)
H (-0.92281, 5.33569, -0.02159)
H (-0.74183, 4.45331, 1.50502)
H (-0.64215, 3.58662, -0.05667)
H (1.28970, 5.75306, 0.41762)
H (3.49761, 5.30032, 0.21469)
H (4.02396, 3.69478, 0.51304)

Output
electronic energy: -85099.795 eV
Kohn-Sham gap (spin up / spin down): 7.91 / 7.49 eV
<S²>: 0.75
multiplicity: 2
relative energy (zero: lowest compared OMol25 entry of this formula, charge and spin): 35.1 kcal per mole
charge: +2
E_HOMO (spin up / spin down): -13.22 / -13.23 eV
maximum force: 0.33 eV/Å

***

(3)
DFT (ωB97M-V with the def2-TZVPD basis set) results for a cluster of 7 separate species, C27H27Cl6N5 in total in a non-equilibrium geometry.

Positions of all 65 atoms, in Å:
Cl (-0.54047, -0.60378, 0.57826)
C (-0.82952, 1.14933, 0.48751)
Cl (0.39636, 2.07375, 1.34898)
Cl (-2.45653, 1.56269, 1.02663)
H (-0.76673, 1.43894, -0.55541)
Cl (-2.89189, 0.55313, -5.23521)
C (-2.58579, 2.11038, -4.44626)
Cl (-1.10744, 2.88172, -5.04571)
Cl (-2.61718, 1.99357, -2.70304)
H (-3.38323, 2.78823, -4.72161)
C (0.97671, 5.68178, -0.28538)
C (0.36662, 4.59856, -0.91518)
C (0.85498, 4.30083, -2.18026)
N (1.73146, 5.02029, -2.87367)
C (2.31720, 6.02823, -2.22025)
C (1.99997, 6.38069, -0.91533)
H (0.64202, 5.90206, 0.72231)
H (-0.35721, 3.97474, -0.41586)
H (0.47028, 3.45964, -2.74960)
H (3.04534, 6.65056, -2.72751)
H (2.57790, 7.15842, -0.43724)
C (3.38734, 1.65369, -3.85138)
C (2.28537, 0.94249, -4.30364)
C (1.17910, 0.80430, -3.46425)
N (1.19072, 1.17902, -2.18837)
C (2.32584, 1.72070, -1.72946)
C (3.43916, 2.01357, -2.52067)
H (4.23063, 1.84516, -4.50276)
H (2.26897, 0.50788, -5.29366)
H (0.31599, 0.29419, -3.87534)
H (2.26131, 2.06144, -0.70589)
H (4.30791, 2.48796, -2.08718)
C (2.71944, -1.56552, 1.99016)
C (3.18794, -0.60508, 1.11405)
C (4.45342, -0.78966, 0.55151)
N (5.23270, -1.85195, 0.80887)
C (4.77743, -2.70258, 1.73829)
C (3.51924, -2.61712, 2.32765)
H (1.69518, -1.40337, 2.30978)
H (2.65671, 0.25342, 0.73656)
H (4.85020, -0.11936, -0.20053)
H (5.42972, -3.53484, 1.97054)
H (3.24223, -3.44883, 2.96282)
C (-2.65098, -4.28159, 0.90546)
C (-2.85678, -5.27250, -0.03074)
C (-1.71421, -5.85876, -0.61198)
N (-0.46560, -5.55841, -0.30954)
C (-0.29356, -4.62666, 0.64950)
C (-1.32923, -3.95328, 1.23553)
H (-3.45155, -3.74379, 1.39713)
H (-3.87463, -5.56553, -0.24453)
H (-1.87648, -6.57761, -1.40721)
H (0.71752, -4.35142, 0.92762)
H (-1.16985, -3.12146, 1.91044)
C (-4.33003, -2.69927, 5.07556)
C (-3.26032, -2.41884, 4.22392)
C (-3.30014, -1.27826, 3.44189)
N (-4.41298, -0.53496, 3.39505)
C (-5.45507, -0.81301, 4.15936)
C (-5.40892, -1.84879, 5.10040)
H (-4.24004, -3.53683, 5.75446)
H (-2.36846, -3.03124, 4.28317)
H (-2.49766, -1.00439, 2.76818)
H (-6.33360, -0.19257, 4.05230)
H (-6.22682, -1.96012, 5.80077)

Output
electronic energy: -111020.575 eV
Kohn-Sham gap: 9.92 eV
multiplicity: 1
relative energy (zero: lowest compared OMol25 entry of this formula, charge and spin): 3.2 kcal per mole
E_HOMO: -9.41 eV
maximum force: 1.81 eV/Å
SMILES: ClC(Cl)Cl.ClC(Cl)Cl.c1ccncc1.c1ccncc1.c1ccncc1.c1ccncc1.c1ccncc1

***

Question: relative energy (zero: lowest compared OMol25 entry of this formula, charge and spin) of number 1 (C4H10O2)?
Answer: 27.2 kcal per mole